Entry 1:
{"formula": "C3H2FNO", "method": "wB97M-V/def2-TZVPD", "smiles": "Fc1ccno1", "e_lumo_ev": 0.9249, "multiplicity": 1, "symbols": ["F", "C", "C", "C", "N", "O", "H", "H"], "positions_angstrom": [[-1.944606, -0.120296, 0.440365], [-0.660353, -0.180392, 0.060964], [0.328107, -1.010330, 0.524798], [1.545360, -0.312819, 0.021369], [1.134670, 0.769630, -0.538346], [-0.104903, 0.883869, -0.654745], [0.477105, -1.679565, 1.298808], [2.642199, -0.674869, 0.101508]], "atomic_forces_ev_per_a": [[1.1, 0.2, -1.1], [0.5, -0.7, 1.6], [1.1, 3.1, -2.1], [-1.1, -1.7, 1.0], [7.2, 1.0, -2.0], [-5.9, -1.5, 1.8], [-0.8, -1.6, 1.0], [-2.2, 1.2, -0.1]], "mulliken_charge": [-0.224, 0.266, -0.348, -0.038, -0.252, -0.097, 0.388, 0.306]}

Entry 2:
{"formula": "C17H34AgO8", "method": "wB97M-V/def2-TZVPD", "e_lumo_ev": [-1.4147, -1.5982], "multiplicity": 2, "symbols": ["Ag", "C", "C", "O", "H", "H", "H", "H", "H", "C", "C", "O", "H", "H", "H", "H", "H", "C", "C", "C", "O", "C", "O", "O", "H", "H", "H", "H", "H", "H", "C", "C", "O", "C", "H", "H", "H", "H", "H", "H", "C", "C", "O", "C", "H", "H", "H", "H", "H", "H", "C", "C", "O", "C", "H", "H", "H", "H", "H", "H"], "positions_angstrom": [[0.042421, 0.026055, -1.335588], [4.098111, -1.500554, 2.790542], [3.453601, -2.039294, 1.555472], [3.172481, -1.301384, 0.374652], [4.086561, -2.113364, 3.691892], [3.645871, -0.580014, 3.159572], [5.160081, -1.322694, 2.621212], [2.449331, -2.293704, 1.894332], [4.030181, -2.926054, 1.292182], [-5.566209, 2.991496, -1.603738], [-4.039899, 2.654576, -1.496718], [-3.594779, 1.349845, -1.688578], [-6.062379, 2.517306, -0.756938], [-6.074099, 2.549996, -2.461188], [-5.773529, 4.057306, -1.507978], [-3.729709, 3.011366, -0.514588], [-3.425879, 3.275676, -2.148878], [-3.243519, -0.244885, 7.061892], [-2.141819, 0.622596, 6.501932], [-0.660469, 0.523925, 6.775342], [-0.080339, 0.767655, 5.492272], [-1.015919, 0.634875, 4.535012], [-0.782749, 0.750995, 3.290332], [-2.218619, 0.490165, 5.044882], [-2.991889, -1.303564, 7.124922], [-4.156249, -0.117024, 6.479912], [-3.392709, 0.089515, 8.088542], [-2.568839, 1.592686, 6.756282], [-0.329809, -0.473765, 7.064112], [-0.366189, 1.328396, 7.449392], [-0.033739, 0.145335, -7.277928], [1.095281, -0.360654, -6.354468], [1.014061, -0.245824, -5.138688], [2.391901, -0.942234, -6.933618], [-0.942379, -0.434504, -7.115878], [0.235781, 0.044805, -8.329288], [-0.100889, 1.200806, -7.014138], [2.464221, -0.921124, -8.021018], [2.316161, -2.020574, -6.793788], [3.239251, -0.645515, -6.315508], [0.758231, -5.922124, -2.352858], [-0.414259, -5.391864, -1.525518], [-0.461529, -4.225494, -1.144488], [-1.248749, -6.464154, -0.845738], [1.429871, -6.307124, -1.585558], [1.109371, -5.081244, -2.950958], [0.397281, -6.783634, -2.914658], [-0.726409, -7.153604, -0.182468], [-1.897529, -6.814814, -1.648378], [-2.072569, -5.962704, -0.337838], [1.919851, 6.240426, -0.637748], [2.074971, 4.702376, -0.441978], [1.505901, 3.869716, -1.108658], [2.907531, 4.351576, 0.716562], [2.960601, 6.435826, -0.379368], [1.102891, 6.500176, 0.035462], [1.548771, 6.428586, -1.645228], [3.317801, 3.366786, 0.493032], [2.461921, 4.328626, 1.711052], [3.723371, 5.044036, 0.509172]], "atomic_forces_ev_per_a": [[0.7, -0.3, 0.4], [1.2, 1.7, 0.7], [-2.1, 0.0, -1.5], [0.9, 0.4, 1.1], [-0.3, -0.8, -0.3], [0.0, 0.4, -0.4], [0.2, 0.4, -0.1], [-0.3, -1.0, 0.3], [-0.1, -0.6, -0.2], [0.5, -1.2, 0.4], [-0.8, -0.1, -0.2], [-0.7, 1.0, 0.2], [0.0, 0.0, 0.2], [0.3, 0.3, -0.3], [0.3, 0.0, -0.3], [0.4, -0.2, 0.4], [0.1, 0.2, -0.4], [0.8, -0.9, 0.9], [-2.1, 0.3, -1.0], [-0.1, -0.2, -0.1], [0.1, 0.0, -0.3], [1.5, 1.3, -5.5], [-0.8, -0.7, 5.2], [-0.3, -0.2, 0.7], [0.0, -0.1, -0.2], [0.2, 0.1, 0.1], [-0.3, -0.1, 0.1], [0.7, 0.7, -0.4], [-0.1, 0.1, 0.5], [0.3, -0.4, 0.1], [1.2, -0.6, 0.2], [0.5, 0.2, 0.8], [-0.3, -0.1, -1.2], [-1.1, -0.8, 0.1], [-0.1, 0.4, 0.3], [0.0, 0.1, 0.1], [-0.6, -0.1, -0.1], [0.4, 0.9, 0.1], [-0.1, -0.3, 0.4], [0.0, 0.3, -0.5], [-1.7, 0.4, 0.2], [1.7, 0.8, 2.4], [-0.4, -1.2, -1.3], [-1.9, 1.5, -0.9], [0.4, 0.3, -0.2], [0.5, -0.5, 0.0], [0.3, 0.1, -0.4], [0.0, -0.2, -0.6], [0.6, -1.5, -0.2], [0.5, 0.3, 0.9], [0.0, -2.7, -0.4], [-2.7, 0.3, -0.2], [0.1, 0.1, -0.4], [1.6, -0.9, -0.8], [-0.6, 1.9, -0.2], [0.6, 0.5, 0.5], [0.6, 0.3, 0.0], [-0.1, -0.2, 0.3], [0.0, 0.6, -0.2], [0.5, 0.0, 1.5]], "mulliken_charge": [0.739, -0.996, -0.209, -0.747, 0.324, 0.261, 0.280, 0.176, 0.211, -0.940, -0.175, -0.338, 0.264, 0.298, 0.322, 0.269, 0.294, -1.397, 0.506, -0.317, -0.285, 0.650, -0.620, -0.323, 0.355, 0.329, 0.372, 0.179, 0.297, 0.249, -0.898, 0.660, -0.558, -0.989, 0.284, 0.299, 0.267, 0.316, 0.279, 0.323, -0.926, 0.677, -0.545, -1.087, 0.282, 0.273, 0.339, 0.298, 0.359, 0.327, -0.894, 0.626, -0.583, -0.959, 0.343, 0.262, 0.265, 0.306, 0.269, 0.357]}

Relative energy (zero: lowest compared OMol25 entry of this formula, charge and spin) across the listed records, respectively: 50.3; 121.8 kcal/mol.
E across the listed records, respectively: -9395.328; -38549.484 eV.